1.
{"formula": "C29H33ClF5I2N5O3SrTe", "method": "ωB97M-V with the def2-TZVPD basis set", "species": ["C", "C", "H", "H", "H", "H", "F", "N", "Te", "C", "O", "C", "C", "C", "C", "H", "H", "H", "H", "H", "H", "C", "C", "N", "H", "H", "H", "H", "F", "I", "H", "H", "H", "O", "H", "C", "H", "C", "C", "C", "H", "C", "H", "F", "H", "C", "N", "N", "H", "C", "F", "H", "H", "H", "H", "C", "C", "C", "H", "F", "C", "C", "C", "H", "C", "C", "H", "C", "H", "N", "C", "C", "Sr", "O", "C", "H", "I", "C", "H", "Cl"], "coordinates": [[4.5230, 1.3016, -3.0343], [-5.7537, -5.7057, -1.0619], [-6.1973, -6.6307, -0.7200], [3.2804, -0.2567, -0.7736], [5.6308, 4.2403, 2.3861], [-1.0085, -4.1546, 1.9938], [0.9958, 0.7769, -1.0258], [0.5150, 1.1040, 2.3519], [1.9632, -2.0569, -2.0730], [-6.5528, -4.6334, -1.4301], [-2.4599, -4.2529, -1.5593], [-5.9714, -3.4468, -1.8498], [4.1983, 0.0537, -2.6955], [-3.9822, -2.0103, -2.3489], [1.7879, 3.4461, -1.3756], [-0.5319, -0.7081, 2.4196], [2.2032, 5.6130, 2.6797], [-5.5763, -2.5383, 1.5338], [2.0937, 5.1251, -0.0470], [-6.5980, -2.6065, -2.1263], [3.4918, 6.0403, 1.5451], [3.2442, 5.4231, 2.4097], [3.5130, 3.9365, 2.1525], [-3.1091, -1.4104, -1.3186], [-3.3876, -0.3353, 0.4416], [3.7220, 1.9470, 0.5449], [5.2638, 2.7474, 1.5598], [0.4908, 4.1765, 1.1988], [3.4481, -2.9144, -1.2987], [-3.1609, -7.1487, -0.4953], [4.2065, 3.4280, -2.6463], [4.3273, 3.2723, 4.0465], [-3.3757, -2.1552, -3.2484], [2.8069, 1.9874, 0.8440], [-4.8594, -1.1236, -0.1518], [-0.8019, 1.9607, 0.8203], [-5.1112, -4.3473, 3.1779], [3.4043, 3.1585, 3.4758], [1.0608, 3.3921, 1.6978], [-3.0089, -4.3737, 2.7275], [0.8070, 3.0956, -1.0560], [3.7584, 2.4458, -2.5476], [-2.7886, -0.5045, -1.6408], [2.6293, -2.5636, -3.7425], [1.6163, 4.1871, -2.1600], [-0.4362, 0.2745, 1.9878], [0.2748, 2.1854, 1.5830], [-2.2730, -2.8291, 1.0507], [1.4450, 0.7901, -2.9728], [2.9915, -0.1911, -1.8297], [1.2405, -3.8485, -1.9394], [-2.7549, -5.1698, 3.4125], [-4.7983, -1.3236, -2.6072], [2.5968, 3.5272, 4.1093], [5.4296, 1.4723, -3.5989], [-3.5271, -2.3804, 0.9314], [2.5018, 3.3513, 1.1052], [-4.3785, -5.5771, -1.1231], [-1.1904, 2.6906, 0.1277], [1.3382, -2.0003, -0.2314], [2.5689, 2.2970, -1.9652], [-3.7416, -4.3912, -1.5506], [2.5222, 4.1351, -0.2171], [5.1365, 4.2972, 0.7035], [-2.0338, -3.8025, 1.9319], [-4.3095, -3.9145, 2.5940], [3.5544, 4.2933, -0.5333], [-4.5937, -3.3143, -1.9111], [1.0932, 3.6414, 2.7537], [-1.2818, 0.7564, 1.0373], [-3.7771, -1.2400, -0.0266], [4.9582, 3.7929, 1.6532], [-0.7761, -2.8300, -1.1968], [0.3526, -1.5027, -2.6773], [-4.5696, -2.9049, 1.6859], [3.2359, 2.0963, 3.2984], [-8.6325, -4.7994, -1.3281], [1.9581, 0.9186, -2.0115], [3.8607, 5.7640, 3.2435], [5.2686, -1.2456, -3.0688]], "mol_weight_g_mol": 1099.09, "energy_ha": -3478.12735, "lumo_ev": -0.51, "homo_lumo_gap_ev": 6.718}

***

2.
{"formula": "C3H4BrFO", "method": "ωB97M-V with the def2-TZVPD basis set", "species": ["C", "C", "F", "C", "H", "Br", "O", "H", "H", "H"], "coordinates": [[-0.2910, -1.1983, -0.2017], [-1.1360, 1.0826, 0.1947], [-1.2054, 1.1946, -1.1705], [-0.5397, -0.1814, 0.6147], [0.1473, -2.1134, 0.1586], [2.9813, -0.0845, 0.0713], [-1.5368, 1.9752, 0.8611], [-0.5159, -1.1494, -1.2554], [2.4247, 0.7036, -0.9466], [-0.3284, -0.2291, 1.6739]], "mol_weight_g_mol": 154.97, "energy_ha": -2865.81696, "lumo_ev": 0.01, "homo_lumo_gap_ev": 10.681, "smiles": "C=CC(=O)F.Br", "de_lowest_ev": 0.3493}

***

3.
{"formula": "C4H4F2N2O5", "method": "ωB97M-V with the def2-TZVPD basis set", "species": ["F", "C", "C", "N", "C", "H", "O", "H", "C", "F", "H", "O", "O", "N", "H", "O", "O"], "coordinates": [[-0.3214, -1.1124, -1.5853], [-2.2565, -1.1446, -0.3417], [-1.0714, -0.2824, -0.7866], [-0.9265, 1.5140, -2.5612], [1.0135, 0.4474, 0.2671], [-2.1677, -1.8014, 0.4187], [0.2441, 1.6014, -2.5576], [1.0535, 1.2179, 0.9349], [-3.5403, -0.4314, -2.3869], [-4.3434, 0.6027, -2.1408], [1.2326, 0.7661, -0.8128], [-1.5770, 0.7057, -1.6418], [-0.4798, 0.2785, 0.3255], [-3.3459, -1.0914, -1.0073], [1.6062, -0.2809, 0.6732], [-4.4057, -1.6282, -0.7994], [-3.3458, -0.8528, -3.4356]], "mol_weight_g_mol": 198.08, "energy_ha": -840.02716, "lumo_ev": [-0.67, -0.67], "homo_lumo_gap_ev": [9.243, 9.244], "smiles": "CO[C@@](F)(/C=[N+](/[O-])C(=O)F)ON=O", "de_lowest_ev": 0.0000}